The following is a quantum chemistry calculation of a cluster of 2 separate species, C4H13NO in total, from the Open Molecules 2025 dataset.

Its SMILES is CCCCN.O. As for the energy above the lowest of the compared OMol25 structures with the same formula, charge and spin: 1.1700 eV. The total energy comes out at -7895.49089 eV. Its LUMO energy is 0.81 eV. For the molar mass, the calculation gives 91.15 g mol⁻¹. The largest force on an atom comes out at 3.4 eV Å⁻¹.

```
19
Properties=species:S:1:pos:R:3:lowdin_charge:R:1
C 0.20421 0.55326 -0.68193 -0.12
C -0.76968 -0.61063 -0.62597 -0.28
C -1.41348 -0.83904 0.76078 -0.21
C -2.24743 0.36774 1.16709 -0.32
N -1.73991 1.64060 1.74769 -0.02
H 0.32226 0.77213 -1.75141 0.07
H -0.08611 1.48000 -0.18522 0.06
H 1.14213 0.31516 -0.18988 0.07
H -0.20348 -1.53504 -0.77904 0.10
H -1.50341 -0.59839 -1.43395 0.10
H -0.58989 -0.75765 1.49221 0.11
H -2.07263 -1.70193 0.70883 0.11
H -2.80952 0.70152 0.26146 0.11
H -3.12470 0.05896 1.74923 0.09
H -2.53686 1.96794 2.29303 0.06
H -1.13825 1.44981 2.55652 0.06
O 6.51710 -1.05976 -2.53339 -0.05
H 5.99266 -1.84851 -2.49065 0.02
H 6.05697 -0.35617 -2.06539 0.03
```